The molecule C17H22N4O4S2, computed with the ωB97M-V functional and the def2-TZVPD basis.

Each line ends with the Mulliken charge.
Positions of all 49 atoms, in Å:
C1 -2.61 -2.60 0.93  -0.75
O1 -1.61 -1.74 1.45  -0.20
C2 -2.05 -0.87 2.46  -0.49
C3 -3.09 0.17 2.00  -1.01
N1 -2.58 1.07 1.00  0.08
C4 -2.83 0.91 -0.31  0.62
O2 -3.56 0.05 -0.78  -0.67
C5 -2.17 1.99 -1.18  -1.08
N2 -0.73 1.83 -1.33  0.30
C6 -0.23 1.18 -2.52  -1.67
C7 0.15 -0.26 -2.31  0.86
C8 -0.64 -1.29 -1.92  -0.37
C9 0.05 -2.52 -1.85  -0.85
C10 1.36 -2.41 -2.20  -0.36
S1 1.78 -0.79 -2.60  -0.16
C11 0.06 2.29 -0.33  0.74
O3 -0.41 2.77 0.69  -0.82
C12 1.56 2.19 -0.55  0.11
C13 2.31 2.47 0.75  -0.72
C14 3.77 2.13 0.58  0.11
O4 4.65 2.94 0.44  -0.63
N3 4.10 0.79 0.55  -0.07
C15 3.33 -0.33 0.74  0.33
N4 2.06 -0.37 0.93  0.02
C16 1.61 -1.64 1.07  -0.57
C17 2.55 -2.61 0.97  -0.42
S2 4.11 -1.91 0.70  -0.26
H1 -3.18 -3.07 1.73  0.35
H2 -3.28 -2.06 0.26  0.26
H3 -2.08 -3.36 0.37  0.18
H4 -2.48 -1.44 3.30  0.37
H5 -1.15 -0.35 2.80  0.31
H6 -3.97 -0.33 1.58  0.43
H7 -3.40 0.75 2.88  0.40
H8 -1.88 1.75 1.26  0.27
H9 -2.64 1.97 -2.17  0.44
H10 -2.36 2.96 -0.71  0.43
H11 0.63 1.73 -2.92  0.53
H12 -1.03 1.22 -3.28  0.41
H13 -1.69 -1.19 -1.69  0.58
H14 -0.41 -3.45 -1.57  0.41
H15 2.11 -3.17 -2.24  0.49
H16 1.80 1.18 -0.90  -0.53
H17 1.86 2.90 -1.32  0.57
H18 1.88 1.86 1.54  0.34
H19 2.23 3.52 1.01  0.58
H20 5.09 0.62 0.42  0.23
H21 0.56 -1.80 1.22  0.39
H22 2.44 -3.67 1.04  0.50

* DFT total energy: -53807.9360 eV
* charge: 0
* gap between HOMO and LUMO: 8.90 eV
* HOMO level: -8.4364 eV
* ΔE to the lowest compared entry with this formula, charge and spin: 0.00 kJ/mol
* SMILES: COCCNC(=O)CN(Cc1cccs1)C(=O)CCC(=O)Nc1nccs1